(1)
This record from the Open Molecules 2025 dataset describes an isolated molecule of C7H16N2 in a non-equilibrium geometry. The level of theory is ωB97M-V with the def2-TZVPD basis set.

CARTESIAN COORDINATES (ANGSTROEM)
C (2.1339, 1.4739, -1.6537)
N (1.1864, 0.8986, -0.7349)
C (-0.2429, 0.9146, -1.2620)
C (-1.1187, -0.1945, -0.6887)
C (-0.7013, -0.5360, 0.7468)
C (-1.0660, 0.6109, 1.6889)
C (-1.4126, -1.8159, 1.1852)
C (0.8940, -0.7821, 0.8443)
N (1.5949, -0.3857, -0.3457)
H (2.1885, 0.9233, -2.6146)
H (1.8440, 2.5087, -1.8567)
H (3.1133, 1.4664, -1.1920)
H (-0.2201, 0.8229, -2.3552)
H (-0.6326, 1.9043, -1.0143)
H (-1.0501, -1.0822, -1.3122)
H (-2.1615, 0.1166, -0.7091)
H (-0.8730, 0.3261, 2.7248)
H (-2.1249, 0.8642, 1.5944)
H (-0.4658, 1.4880, 1.4557)
H (-2.4978, -1.6706, 1.1902)
H (-1.0947, -2.1034, 2.1886)
H (-1.1820, -2.6385, 0.5003)
H (1.2952, -0.2079, 1.6802)
H (1.1181, -1.8322, 1.0360)
H (1.4756, -1.0695, -1.0961)

Output
Highest occupied orbital energy in eV: -8.271
Energy relative to the best compared isomer or geometry (same formula, charge and spin) in kcal/mol: 35.04
SMILES: CN1CCC(C)(C)CN1
Molar mass in g mol⁻¹: 128.219
Gap between HOMO and LUMO in Ha: 0.3382
Multiplicity: 1

(2)
This record from the Open Molecules 2025 dataset describes an isolated molecule of C4H7N in a non-equilibrium geometry. The level of theory is ωB97M-V with the def2-TZVPD basis set.

CARTESIAN COORDINATES (ANGSTROEM)
C (-1.0516, -0.5990, 1.5473)
C (-1.0016, 0.1227, 0.3050)
C (0.2284, 0.2519, -0.4453)
C (1.2420, 1.0099, -0.0056)
N (0.1493, -0.3880, -1.7511)
H (-1.6815, -1.4857, 1.3288)
H (-0.4716, -0.4857, 2.4621)
H (-1.9072, 0.5347, -0.1185)
H (1.3996, 1.2879, 1.1347)
H (2.0431, 1.3071, -0.6067)
H (1.0899, -0.2222, -2.1818)
H (-0.0386, -1.3337, -1.6690)

Output
Highest occupied orbital energy in eV: -7.710
Energy relative to the best compared isomer or geometry (same formula, charge and spin) in kcal/mol: 90.72
SMILES: C=CC(=C)N
Molar mass in g mol⁻¹: 69.107
Gap between HOMO and LUMO in Ha: 0.2925
Multiplicity: 1

Q: Which calculated total energy values were calculated for the entries above? A: -10497.738 -5747.483, in eV.